(1)
99
Properties=species:S:1:pos:R:3:forces:R:3:lowdin_charge:R:1 method="wB97M-V/def2-TZVPD" charge=+1 gap_ev=6.40 homo_energy_ev=-10.804 spin_multiplicity=1
C 0.152 1.794 4.482 2.13 -0.28 -0.98 0.075
C 0.681 0.981 3.718 -0.92 2.06 -1.14 -0.338
C 1.279 0.204 2.433 -4.13 0.35 2.53 -0.424
C 1.027 -1.345 2.838 0.27 -1.64 -0.03 -0.606
I -0.379 -1.581 4.571 0.11 0.06 -0.49 1.051
C 2.212 -2.303 3.224 -0.15 -1.76 1.05 -0.775
C 1.687 -3.728 3.807 1.07 -0.68 -0.16 -0.294
I 3.506 -2.983 1.559 -0.09 0.77 0.39 0.883
N 2.705 0.677 2.372 1.25 -1.57 -0.14 -0.244
S 3.179 0.795 4.117 0.06 -0.23 1.74 1.012
C 3.130 1.875 1.522 0.08 2.31 1.16 -0.339
N 3.342 2.918 2.587 2.47 0.12 -1.80 0.024
C 4.485 3.447 2.633 0.89 1.87 -0.94 -0.693
S 5.863 4.282 2.499 -3.03 -1.95 0.84 0.906
S 4.758 1.269 0.749 4.41 -3.84 -4.39 0.627
C 5.956 0.586 2.023 0.22 0.12 0.64 -0.129
O 4.579 0.036 -0.073 -1.34 1.85 2.56 -0.432
O 5.527 2.222 -0.042 -1.74 0.74 1.90 -0.310
C 2.054 2.428 0.444 -1.48 -0.58 -2.23 -0.464
S 2.614 2.006 -1.377 0.44 -1.37 -1.09 0.842
N 2.062 3.886 0.126 1.13 1.49 -1.05 0.014
C 1.389 4.228 -1.128 -3.57 0.27 -2.64 -0.497
O 0.232 4.025 -1.400 2.25 -0.40 1.62 0.150
F 2.001 5.041 -2.122 0.60 -1.25 2.94 0.081
C 3.256 4.678 0.098 2.41 4.47 2.68 -0.438
O 3.331 5.603 0.889 -0.29 -2.21 -1.49 0.140
F 4.335 4.665 -0.791 -2.59 -1.60 0.79 0.088
N 0.697 2.061 0.807 1.10 -1.44 0.57 -0.072
C -0.262 2.989 1.404 -4.03 1.28 0.75 -0.162
C 0.038 4.335 2.160 0.15 2.51 0.24 -0.322
C -0.147 5.685 1.270 0.59 -0.21 -0.19 -0.078
C -1.005 4.673 3.363 -0.13 -0.20 -0.41 -0.095
C 0.440 0.615 1.089 0.75 0.03 -0.14 -0.543
I 1.236 -0.773 -0.438 0.08 0.31 0.01 1.179
C -1.091 0.187 1.143 -1.10 0.63 1.25 -0.170
C -1.653 -1.107 0.461 -2.57 -0.62 0.83 -0.290
O -2.072 -0.929 -0.934 -0.82 0.14 1.49 -0.121
C -3.441 -0.535 -0.949 -0.25 1.95 -1.46 -0.283
O -3.757 0.484 -1.529 0.70 -1.99 0.98 0.087
H 0.080 2.675 5.175 -0.39 -1.61 -0.95 0.101
H 0.395 -1.926 2.088 1.12 1.27 0.59 0.041
H 2.939 -1.955 4.009 -0.94 0.17 -1.09 0.047
H 1.658 -3.733 4.944 -0.43 0.25 -1.54 0.062
H 2.454 -4.539 3.558 -0.96 1.25 0.28 0.038
H 0.730 -4.075 3.323 0.89 0.55 0.70 0.066
H 3.268 -0.158 2.086 -0.42 0.19 -0.67 0.044
H 4.497 1.140 4.228 -0.27 -0.23 -1.10 -0.064
H 6.807 0.162 1.393 -1.45 0.75 0.35 0.112
H 5.499 -0.286 2.576 0.42 1.04 -0.50 0.044
H 6.394 1.392 2.680 -0.70 -0.90 -0.56 0.052
H 1.516 1.610 -2.102 0.30 0.07 1.02 -0.076
H -0.923 2.491 2.200 1.48 -0.10 -1.28 0.102
H -1.060 3.234 0.613 1.32 -0.15 0.82 0.140
H 1.085 4.376 2.590 -1.17 -0.32 -0.45 0.113
H 0.804 5.994 0.746 -1.07 -0.41 0.46 0.058
H -0.955 5.512 0.493 0.87 0.33 0.98 0.092
H -0.419 6.577 1.927 0.29 -1.35 -0.84 0.088
H -0.424 5.209 4.179 -0.84 -0.86 -0.83 0.093
H -1.576 3.773 3.734 0.83 0.82 -0.05 0.060
H -1.814 5.403 3.021 1.15 -1.06 0.30 0.085
H -1.813 0.995 0.769 1.53 -0.77 0.32 0.145
H -1.363 0.104 2.255 0.35 0.03 -1.42 0.096
H -1.158 -2.098 0.652 -0.03 1.22 -0.63 0.100
H -2.677 -1.248 0.977 1.58 0.16 -0.11 0.131
H -4.259 -1.160 -0.466 1.54 0.02 -0.20 0.146
C 1.963 -0.379 -7.290 0.01 -0.02 -0.26 -0.070
C 2.750 -1.066 -6.178 -0.33 0.27 0.07 -0.428
C 1.877 -1.935 -5.252 0.34 -0.09 0.11 -0.201
O 1.113 -1.197 -4.304 -0.05 -0.25 -0.18 -0.229
C -0.108 -0.677 -4.808 -0.03 0.23 0.34 -0.098
N 3.493 -0.049 -5.424 -0.02 -0.24 0.25 0.041
H 1.381 0.471 -6.929 0.04 -0.07 0.07 0.065
H 2.643 0.004 -8.054 -0.02 -0.02 0.12 0.079
H 1.279 -1.079 -7.777 0.02 0.04 0.04 0.080
H 3.475 -1.731 -6.660 -0.02 -0.03 0.14 0.137
H 2.544 -2.570 -4.659 -0.04 0.10 0.05 0.119
H 1.232 -2.612 -5.825 -0.09 0.12 -0.05 0.120
H -0.569 -1.343 -5.542 0.09 0.03 -0.05 0.095
H 0.051 0.313 -5.240 -0.13 -0.04 -0.19 0.077
H -0.797 -0.560 -3.968 0.08 -0.08 0.01 0.081
H 4.087 -0.516 -4.742 0.10 0.07 -0.12 0.071
H 2.818 0.455 -4.849 0.06 0.03 -0.18 0.060
C -6.374 -4.150 -2.011 0.05 0.01 -0.25 -0.068
C -5.607 -4.841 -0.887 -0.38 0.19 -0.04 -0.425
C -6.500 -5.694 0.035 0.25 -0.06 0.22 -0.202
O -7.263 -4.941 0.969 0.01 -0.24 -0.34 -0.193
C -8.472 -4.409 0.451 -0.01 0.20 0.31 -0.103
N -4.860 -3.829 -0.129 0.10 0.02 0.27 0.034
H -6.950 -3.292 -1.660 0.02 -0.08 0.07 0.064
H -5.681 -3.779 -2.770 -0.02 -0.02 0.10 0.077
H -7.061 -4.845 -2.501 0.02 0.05 0.05 0.082
H -4.885 -5.516 -1.359 -0.01 -0.02 0.14 0.136
H -5.847 -6.334 0.638 -0.05 0.09 0.05 0.121
H -7.146 -6.366 -0.542 -0.05 0.12 -0.08 0.121
H -8.934 -5.074 -0.283 0.08 0.02 -0.05 0.093
H -8.296 -3.424 0.014 -0.14 -0.03 -0.18 0.073
H -9.166 -4.279 1.283 0.10 -0.08 -0.01 0.090
H -4.280 -4.300 0.562 0.03 0.02 -0.10 0.074
H -5.537 -3.315 0.437 0.00 -0.10 -0.10 0.070

=====

(2)
87
Properties=species:S:1:pos:R:3:forces:R:3:lowdin_charge:R:1 method="wB97M-V/def2-TZVPD" gap_ev=6.70 de_lowest_ev=1.120 homo_energy_ev=-7.929 spin_multiplicity=1
Ti 0.837 0.041 -0.322 0.57 -0.89 -0.29 0.861
O 2.987 0.193 -0.935 -0.01 -0.01 -0.08 -0.071
C 3.825 1.074 -0.726 -0.02 -0.11 0.00 -0.134
C 3.537 2.416 -0.312 -0.09 -0.01 0.06 -0.109
C 4.575 3.353 -0.275 -0.02 0.05 0.02 0.062
C 4.284 4.655 0.031 -0.08 -0.12 -0.01 -0.142
C 2.970 5.067 0.288 0.03 0.00 -0.03 0.037
C 1.949 4.154 0.280 0.05 -0.08 -0.01 0.034
C 2.206 2.791 0.012 0.11 0.03 -0.06 -0.297
O 1.255 1.908 0.049 0.21 0.66 0.41 -0.234
N 5.364 5.638 0.074 -0.06 -0.02 -0.03 -0.361
O 6.494 5.239 -0.125 0.12 0.02 -0.01 0.077
O 5.062 6.790 0.304 0.04 0.10 0.02 0.081
H 4.887 0.818 -0.873 -0.08 0.04 -0.07 0.149
H 5.593 3.063 -0.497 0.02 0.00 -0.01 0.133
H 2.784 6.112 0.490 0.00 0.00 0.02 0.127
H 0.933 4.455 0.474 -0.05 0.02 0.03 0.093
C -2.275 -0.144 -3.466 0.05 -0.10 0.10 -0.230
Si -3.080 -0.407 -1.773 0.03 -0.06 0.03 0.310
C -4.828 0.291 -1.872 0.11 0.01 0.05 -0.223
C -3.306 -2.231 -1.346 0.08 0.09 -0.06 -0.228
Ge -1.662 0.580 -0.121 -0.67 -0.07 -0.19 0.574
Si -2.409 -0.270 1.984 0.05 -0.04 0.07 0.313
C -1.419 0.573 3.355 0.07 0.02 -0.11 -0.225
C -4.232 0.088 2.290 0.09 -0.02 -0.09 -0.212
C -2.183 -2.141 2.046 0.01 0.05 -0.08 -0.225
Si -2.094 2.918 -0.101 -0.05 0.09 -0.02 0.310
C -1.369 3.763 1.426 0.00 -0.08 -0.04 -0.227
C -3.936 3.316 -0.049 0.12 -0.02 -0.02 -0.211
C -1.417 3.693 -1.685 0.03 -0.05 0.10 -0.221
H -2.533 -0.936 -4.171 -0.05 -0.04 -0.04 0.027
H -1.186 -0.104 -3.396 -0.02 -0.04 -0.03 0.001
H -2.613 0.802 -3.891 0.00 0.07 -0.01 0.021
H -5.455 -0.380 -2.461 -0.02 -0.05 -0.05 0.032
H -4.859 1.273 -2.340 0.01 0.07 -0.04 0.014
H -5.272 0.378 -0.880 -0.05 0.01 0.06 0.017
H -3.589 -2.823 -2.218 -0.03 -0.01 -0.07 0.032
H -4.112 -2.311 -0.615 -0.05 -0.02 0.05 0.023
H -2.418 -2.675 -0.902 0.09 -0.05 0.00 0.006
H -1.812 1.573 3.541 -0.04 0.05 0.00 0.016
H -0.364 0.687 3.088 -0.11 0.01 0.06 0.008
H -1.467 0.014 4.291 -0.02 -0.04 0.04 0.034
H -4.438 1.156 2.314 0.00 0.08 0.02 0.011
H -4.556 -0.341 3.240 0.00 -0.03 0.07 0.032
H -4.842 -0.350 1.499 -0.06 -0.03 -0.03 0.016
H -1.300 -2.461 1.490 -0.03 -0.02 0.02 0.006
H -3.048 -2.634 1.605 -0.08 -0.03 -0.05 0.019
H -2.089 -2.494 3.075 -0.02 0.01 0.03 0.030
H -2.064 3.657 2.259 -0.05 -0.01 0.05 0.023
H -1.229 4.832 1.255 -0.02 0.07 -0.01 0.030
H -0.419 3.335 1.739 0.05 -0.05 0.02 0.006
H -4.399 2.932 0.859 -0.04 -0.03 0.08 0.012
H -4.466 2.886 -0.895 -0.06 -0.02 -0.08 0.001
H -4.090 4.396 -0.070 0.01 0.08 0.01 0.033
H -0.415 3.336 -1.925 0.07 0.00 0.03 0.011
H -1.385 4.781 -1.619 -0.02 0.07 0.01 0.029
H -2.067 3.432 -2.523 -0.03 -0.03 -0.06 0.022
C 3.296 -1.536 2.185 -0.04 0.01 -0.01 -0.051
C 2.175 -2.536 2.478 -0.14 0.07 0.02 -0.360
C 0.950 -1.830 3.055 0.01 0.06 -0.18 -0.074
C 1.903 -3.420 1.272 0.09 -0.08 0.08 -0.142
C 2.165 -4.777 1.402 0.01 -0.10 -0.06 -0.041
C 2.105 -5.639 0.317 -0.05 0.13 0.02 -0.076
C 1.859 -5.110 -0.938 0.06 -0.02 0.07 -0.043
C 1.587 -3.759 -1.122 0.02 -0.07 -0.09 -0.139
C 1.400 -3.287 -2.555 -0.10 0.09 0.04 -0.365
C 2.105 -1.978 -2.913 -0.05 0.01 0.02 -0.065
C -0.074 -3.206 -2.940 -0.04 0.02 0.03 -0.057
C 1.513 -2.925 0.009 -0.03 -0.05 0.16 -0.227
N 1.041 -1.630 -0.118 -0.03 0.65 0.08 -0.090
H 3.605 -1.032 3.103 -0.01 0.03 -0.01 0.083
H 2.959 -0.781 1.471 0.07 0.00 0.05 0.044
H 4.166 -2.035 1.755 0.02 0.00 -0.01 0.090
H 2.548 -3.210 3.256 0.00 0.00 -0.01 0.126
H 0.479 -1.176 2.309 0.14 -0.19 0.22 0.025
H 1.237 -1.219 3.913 0.00 0.02 0.01 0.088
H 0.194 -2.544 3.381 0.04 0.01 -0.01 0.078
H 2.433 -5.164 2.378 0.01 0.00 0.01 0.110
H 2.281 -6.698 0.443 0.04 -0.01 0.00 0.101
H 1.882 -5.756 -1.807 0.01 -0.03 -0.03 0.112
H 1.865 -4.063 -3.168 -0.02 0.00 -0.03 0.128
H 1.544 -1.107 -2.541 0.09 -0.16 -0.16 0.036
H 2.163 -1.880 -3.998 -0.01 0.02 -0.01 0.086
H 3.112 -1.926 -2.502 -0.03 0.03 0.02 0.083
H -0.565 -2.440 -2.339 -0.10 0.04 0.02 0.046
H -0.584 -4.152 -2.766 -0.03 -0.03 0.01 0.088
H -0.185 -2.939 -3.992 -0.02 0.01 -0.02 0.084

=====

For reference, F_max by record: 0.142, 0.021 hartree/bohr.